The following is a DFT calculation (wB97M-V/def2-TZVPD) of a structure of composition C24H60BeFN4O8Pb at a distorted geometry.

Atoms and positions in Å:
Be1 1.91 -1.34 -1.08
Pb1 -2.12 1.15 -0.18
F1 -0.09 -0.34 -0.31
C1 -5.37 2.33 1.47
O1 -4.24 2.64 0.65
C2 -4.37 3.94 0.09
C3 -2.98 4.49 -0.19
N1 -2.27 3.71 -1.23
C4 -0.84 4.08 -1.46
C5 0.00 3.99 -0.21
O2 -0.20 2.69 0.36
C6 0.67 2.44 1.47
H1 -5.17 1.39 1.98
H2 -6.34 2.22 0.97
H3 -5.45 3.05 2.29
H4 -4.84 4.64 0.78
H5 -4.96 3.91 -0.84
H6 -2.42 4.53 0.74
H7 -3.18 5.48 -0.61
H8 -2.65 4.08 -2.10
H9 -0.85 5.08 -1.90
H10 -0.34 3.39 -2.15
H11 -0.37 4.74 0.51
H12 1.05 4.21 -0.39
H13 1.71 2.58 1.17
H14 0.50 1.42 1.80
H15 0.50 3.14 2.29
C7 2.31 0.17 -3.69
O3 2.51 -0.56 -2.46
C8 3.84 -1.15 -2.39
C9 3.72 -2.62 -2.60
N2 2.88 -3.05 -1.49
C10 2.30 -4.37 -1.75
C11 1.20 -4.05 -2.70
O4 0.55 -2.95 -2.18
C12 -0.71 -2.62 -2.78
H16 2.15 -0.52 -4.53
H17 3.16 0.78 -3.99
H18 1.41 0.77 -3.60
H19 4.22 -0.93 -1.40
H20 4.57 -0.63 -3.01
H21 4.69 -3.12 -2.51
H22 3.32 -2.80 -3.59
H23 3.46 -3.04 -0.66
H24 2.02 -4.88 -0.83
H25 3.01 -5.08 -2.19
H26 0.60 -4.95 -2.84
H27 1.63 -3.85 -3.69
H28 -1.29 -2.07 -2.04
H29 -1.25 -3.55 -2.97
H30 -0.56 -2.05 -3.69
C13 -2.19 2.81 3.12
O5 -2.05 1.57 2.43
C14 -2.58 0.50 3.20
C15 -2.49 -0.80 2.46
N3 -3.31 -0.73 1.24
C16 -3.23 -1.83 0.25
C17 -4.20 -1.50 -0.88
O6 -3.79 -0.26 -1.50
C18 -4.88 0.46 -2.06
H31 -3.24 3.10 3.22
H32 -1.65 3.56 2.54
H33 -1.73 2.75 4.11
H34 -3.62 0.67 3.49
H35 -2.03 0.45 4.15
H36 -2.88 -1.63 3.06
H37 -1.47 -1.11 2.21
H38 -4.29 -0.80 1.50
H39 -3.47 -2.77 0.76
H40 -2.20 -1.98 -0.07
H41 -5.22 -1.40 -0.48
H42 -4.22 -2.25 -1.66
H43 -4.57 1.39 -2.53
H44 -5.69 0.72 -1.37
H45 -5.40 -0.13 -2.82
C19 7.32 -0.24 1.46
O7 6.01 -0.31 0.93
C20 5.13 0.52 1.64
C21 3.79 0.57 0.90
N4 3.18 -0.79 0.75
C22 2.38 -1.04 1.96
C23 1.77 -2.43 2.02
O8 1.12 -2.69 0.80
C24 0.17 -3.74 0.89
H46 8.00 -0.80 0.82
H47 7.45 -0.62 2.47
H48 7.71 0.78 1.45
H49 5.46 1.55 1.80
H50 4.95 0.17 2.66
H51 4.03 0.94 -0.09
H52 3.11 1.26 1.39
H53 3.96 -1.44 0.82
H54 1.58 -0.30 1.93
H55 2.92 -0.86 2.90
H56 1.10 -2.46 2.89
H57 2.48 -3.26 2.16
H58 -0.42 -3.73 -0.02
H59 -0.52 -3.60 1.72
H60 0.65 -4.72 1.01

For the highest occupied orbital energy, the calculation gives -16.49 eV. The LUMO energy is -0.244 Eh. For the total energy, the calculation gives -2077.94311 Eh. The value obtained for the energy above the lowest of the compared OMol25 structures with the same formula, charge and spin is 0.000 eV. Its net charge is +3.

Results of the Mulliken charge analysis, in e, for atoms 1 through 4: number 1, Be, carries 0.238; number 2, Pb, carries 1.384; number 3, F, carries -0.422; number 4, C, carries -1.280

=====

The following is a DFT calculation (wB97M-V/def2-TZVPD) of a structure of composition C24H60GaN7O9PS at a distorted geometry.

Atoms and positions in Å:
C1 7.81 3.32 -2.71
C2 7.65 2.41 -3.98
O1 7.40 1.11 -3.48
C3 6.93 0.24 -4.51
C4 5.36 -0.04 -4.30
O2 4.87 0.87 -3.35
Ga1 3.36 1.81 -3.94
N1 3.03 1.73 -5.84
C5 3.45 3.73 -3.19
C6 4.41 4.70 -3.95
O3 4.64 4.37 -5.32
P1 1.46 0.81 -2.88
S1 2.05 -0.90 -2.08
H1 8.71 2.99 -2.16
H2 6.94 3.10 -2.06
H3 7.88 4.39 -2.99
H4 6.85 2.81 -4.62
H5 8.65 2.39 -4.47
H6 7.49 -0.71 -4.39
H7 7.16 0.61 -5.53
H8 5.32 -1.08 -3.89
H9 4.81 -0.04 -5.26
H10 3.78 2.15 -6.39
H11 2.22 2.31 -6.01
H12 2.42 4.16 -3.26
H13 3.78 3.67 -2.13
H14 5.35 4.80 -3.37
H15 3.93 5.72 -3.92
H16 4.57 5.17 -5.83
H17 0.40 0.59 -3.81
H18 0.91 1.69 -1.88
C7 -1.58 -3.18 2.39
C8 -1.24 -2.52 1.08
O4 -2.00 -2.55 0.12
N2 -0.06 -1.87 0.99
C9 0.97 -1.72 2.01
H19 -2.55 -3.65 2.31
H20 -0.85 -3.94 2.64
H21 -1.63 -2.43 3.18
H22 0.11 -1.44 0.09
H23 1.12 -0.66 2.19
H24 1.89 -2.15 1.63
H25 0.70 -2.21 2.93
C10 -3.78 -0.92 -1.81
C11 -4.55 0.34 -1.57
O5 -4.10 1.46 -1.81
N3 -5.81 0.22 -1.06
C12 -6.52 -0.99 -0.71
H26 -2.80 -0.67 -2.21
H27 -3.64 -1.46 -0.88
H28 -4.30 -1.55 -2.54
H29 -6.27 1.11 -0.92
H30 -7.44 -1.04 -1.30
H31 -6.78 -0.95 0.35
H32 -5.93 -1.88 -0.90
C13 -5.10 -4.02 3.96
C14 -4.03 -5.01 4.31
O6 -3.19 -5.34 3.48
N4 -3.99 -5.52 5.57
C15 -4.89 -5.25 6.68
H33 -4.98 -3.71 2.93
H34 -6.09 -4.47 4.08
H35 -5.02 -3.13 4.59
H36 -3.24 -6.18 5.72
H37 -4.31 -4.85 7.51
H38 -5.36 -6.18 6.99
H39 -5.66 -4.53 6.40
C16 -4.54 1.18 3.58
C17 -4.17 -0.01 2.74
O7 -4.55 -1.14 3.01
N5 -3.38 0.19 1.66
C18 -2.82 1.44 1.17
H40 -5.17 0.86 4.40
H41 -3.65 1.65 3.99
H42 -5.10 1.91 2.98
H43 -3.17 -0.66 1.15
H44 -3.17 1.60 0.15
H45 -1.73 1.35 1.15
H46 -3.10 2.28 1.79
C19 3.03 -5.18 5.35
C20 3.01 -3.82 4.70
O8 1.98 -3.30 4.31
N6 4.19 -3.16 4.56
C21 5.52 -3.60 4.95
H47 2.02 -5.57 5.39
H48 3.64 -5.87 4.76
H49 3.42 -5.11 6.37
H50 4.10 -2.26 4.12
H51 5.93 -2.88 5.66
H52 6.16 -3.63 4.07
H53 5.50 -4.58 5.41
C22 -2.50 3.70 -2.72
C23 -1.83 5.05 -2.64
O9 -0.63 5.18 -2.43
N7 -2.60 6.16 -2.81
C24 -4.03 6.22 -3.07
H54 -1.76 2.92 -2.56
H55 -3.26 3.61 -1.95
H56 -2.94 3.56 -3.70
H57 -2.09 7.02 -2.74
H58 -4.19 6.74 -4.01
H59 -4.51 6.79 -2.27
H60 -4.47 5.23 -3.12

For the highest occupied orbital energy, the calculation gives -3.95 eV. The LUMO energy is 0.077 Eh. For the total energy, the calculation gives -4675.36317 Eh. Its net charge is -1.

Results of the Mulliken charge analysis, in e, for atoms 1 through 4: number 1, C, carries -1.277; number 2, C, carries 0.015; number 3, O, carries -0.332; number 4, C, carries -0.685

=====

The following is a DFT calculation (wB97M-V/def2-TZVPD) of a cluster of 6 separate species, C24H60N4O7S7Si in total at a distorted geometry.

Atoms and positions in Å:
C1 2.35 3.26 1.76
C2 1.63 1.98 2.45
N1 2.62 1.30 3.34
Si1 3.56 0.02 2.47
N2 3.26 0.09 0.71
C3 2.97 -1.69 3.06
C4 1.46 -1.72 3.59
C5 0.46 -2.59 2.69
S1 -0.59 -1.54 1.53
C6 -2.01 -0.84 2.49
S2 -1.64 0.43 3.54
N3 -3.38 -1.32 2.41
C7 -4.36 -0.23 2.18
C8 -4.15 0.44 0.74
O1 -4.47 -0.54 -0.27
C9 -3.68 -1.73 -0.14
C10 -3.59 -2.33 1.34
C11 5.40 0.41 2.80
C12 6.42 -0.76 2.47
O2 7.45 -0.83 3.19
N4 6.29 -1.73 1.39
C13 6.12 -1.04 0.05
C14 7.61 -2.45 1.25
H1 1.91 3.48 0.72
H2 2.23 4.17 2.44
H3 3.46 3.07 1.58
H4 0.81 2.41 3.12
H5 1.12 1.30 1.70
H6 3.31 2.03 3.59
H7 3.26 1.04 0.34
H8 2.39 -0.39 0.45
H9 3.03 -2.42 2.18
H10 3.66 -2.12 3.87
H11 0.99 -0.70 3.74
H12 1.48 -2.22 4.62
H13 1.08 -3.27 2.03
H14 -0.19 -3.22 3.38
H15 -4.40 0.55 3.02
H16 -5.40 -0.72 2.18
H17 -4.81 1.36 0.62
H18 -3.07 0.79 0.57
H19 -2.63 -1.64 -0.59
H20 -4.20 -2.54 -0.77
H21 -2.83 -3.18 1.36
H22 -4.60 -2.83 1.56
H23 5.69 1.36 2.23
H24 5.51 0.64 3.91
H25 5.21 -1.54 -0.44
H26 5.82 0.05 0.16
H27 7.00 -1.20 -0.64
H28 8.46 -1.72 1.04
H29 7.60 -3.15 0.35
H30 7.84 -3.11 2.15
C15 -9.37 2.61 -1.09
S3 -7.65 2.37 -0.60
O3 -7.20 3.61 0.11
C16 -6.98 2.45 -2.28
H31 -9.98 2.64 -0.19
H32 -9.48 3.56 -1.63
H33 -9.69 1.78 -1.72
H34 -7.24 3.40 -2.74
H35 -7.39 1.62 -2.87
H36 -5.90 2.35 -2.23
C17 11.82 -2.23 3.19
S4 12.16 -2.37 1.42
O4 10.87 -2.18 0.70
C18 12.51 -4.14 1.44
H37 11.54 -1.20 3.40
H38 11.00 -2.90 3.46
H39 12.72 -2.48 3.75
H40 11.65 -4.69 1.82
H41 13.39 -4.33 2.06
H42 12.72 -4.46 0.41
C19 -13.19 3.65 0.49
S5 -12.90 2.79 -1.07
O5 -12.48 3.82 -2.07
C20 -14.63 2.40 -1.39
H43 -12.23 4.02 0.86
H44 -13.87 4.49 0.34
H45 -13.61 2.95 1.22
H46 -15.22 3.32 -1.43
H47 -15.01 1.75 -0.60
H48 -14.70 1.89 -2.35
C21 -8.98 1.92 -6.78
S6 -9.58 1.84 -5.08
O6 -9.86 0.40 -4.77
C22 -11.16 2.64 -5.40
H49 -8.00 1.44 -6.82
H50 -9.67 1.41 -7.44
H51 -8.88 2.97 -7.08
H52 -11.72 2.08 -6.15
H53 -10.99 3.66 -5.74
H54 -11.73 2.67 -4.47
C23 11.61 -1.64 -2.37
S7 11.41 -2.94 -3.59
O7 12.32 -4.06 -3.22
C24 12.18 -2.04 -4.95
H55 11.22 -2.00 -1.41
H56 12.67 -1.39 -2.26
H57 11.05 -0.75 -2.67
H58 13.20 -1.77 -4.69
H59 11.60 -1.15 -5.18
H60 12.20 -2.69 -5.83

For the highest occupied orbital energy, the calculation gives -8.14 eV. The LUMO energy is -0.011 Eh. For the total energy, the calculation gives -4772.72928 Eh.

Results of the Mulliken charge analysis, in e, for atoms 1 through 4: number 1, C, carries -1.079; number 2, C, carries 0.034; number 3, N, carries -0.488; number 4, Si, carries -0.145

=====

The following is a DFT calculation (wB97M-V/def2-TZVPD) of a cluster of 10 separate species, C24H61Cl2N5O9 in total at a distorted geometry.

Atoms and positions in Å:
Cl1 6.00 0.84 1.82
C1 5.49 0.73 0.12
C2 4.01 1.22 -0.03
Cl2 3.88 2.97 0.03
H1 5.45 -0.34 -0.05
H2 6.29 1.19 -0.46
H3 3.34 0.78 0.71
H4 3.71 0.92 -1.04
C3 -1.56 0.64 -0.24
C4 -0.16 0.07 -0.15
C5 0.44 0.01 1.30
O1 -0.24 -1.29 -0.74
H5 -1.63 1.73 -0.27
H6 -2.19 0.44 0.62
H7 -2.20 0.32 -1.07
H8 0.49 0.62 -0.82
H9 1.51 -0.16 1.34
H10 -0.09 -0.77 1.85
H11 0.21 0.89 1.91
H12 -0.99 -1.76 -0.37
C6 -2.19 -2.45 2.85
C7 -2.85 -3.38 1.86
C8 -4.40 -3.27 1.69
O2 -2.11 -3.19 0.64
H13 -1.11 -2.54 3.02
H14 -2.64 -2.64 3.82
H15 -2.34 -1.38 2.67
H16 -2.64 -4.38 2.24
H17 -4.78 -3.93 0.91
H18 -4.74 -2.28 1.37
H19 -5.03 -3.46 2.55
H20 -2.09 -4.02 0.15
C9 3.80 -4.03 -1.71
C10 2.47 -3.33 -1.69
C11 1.26 -4.21 -1.68
O3 2.40 -2.47 -0.56
H21 4.56 -3.25 -1.84
H22 3.79 -4.72 -2.56
H23 4.05 -4.64 -0.85
H24 2.46 -2.68 -2.57
H25 0.47 -3.74 -1.10
H26 1.40 -5.14 -1.12
H27 0.94 -4.57 -2.66
H28 1.52 -2.10 -0.64
C12 -3.01 7.07 -1.31
C13 -2.76 5.85 -0.43
C14 -3.09 4.47 -1.11
O4 -1.40 5.90 -0.06
H29 -4.09 7.09 -1.46
H30 -2.55 6.81 -2.26
H31 -2.60 7.94 -0.80
H32 -3.37 6.00 0.46
H33 -2.60 4.38 -2.08
H34 -4.17 4.36 -1.23
H35 -2.86 3.63 -0.46
H36 -0.82 5.33 -0.57
O5 -1.64 2.81 -5.92
C15 -1.61 1.72 -5.36
N1 -1.61 0.64 -6.08
C16 -1.71 1.58 -3.80
H37 -1.70 -0.30 -5.71
H38 -1.41 0.70 -7.06
H39 -0.84 2.06 -3.37
H40 -1.76 0.52 -3.57
H41 -2.66 2.03 -3.50
O6 1.96 2.73 3.24
C17 1.92 1.90 4.16
N2 0.74 1.56 4.70
C18 3.27 1.24 4.60
H42 -0.12 1.80 4.21
H43 0.69 0.86 5.43
H44 3.25 0.71 5.55
H45 4.18 1.84 4.56
H46 3.50 0.43 3.91
O7 4.09 -2.01 4.14
C19 4.11 -2.44 3.04
N3 2.99 -2.43 2.38
C20 5.28 -3.07 2.35
H47 2.23 -2.02 2.90
H48 2.91 -2.48 1.37
H49 5.90 -2.39 1.77
H50 4.87 -3.88 1.75
H51 5.88 -3.56 3.11
O8 -1.10 -2.02 -5.02
C21 -1.53 -2.98 -4.38
N4 -1.62 -2.97 -3.05
C22 -2.14 -4.22 -5.04
H52 -1.22 -2.14 -2.62
H53 -1.83 -3.77 -2.48
H54 -1.53 -4.62 -5.85
H55 -3.12 -4.07 -5.49
H56 -2.42 -4.95 -4.29
O9 -1.82 2.24 3.16
C23 -1.74 3.32 2.56
N5 -0.78 3.59 1.66
C24 -2.69 4.46 2.86
H57 0.02 2.98 1.61
H58 -0.96 4.38 1.05
H59 -3.05 4.41 3.88
H60 -3.55 4.31 2.21
H61 -2.30 5.43 2.54

Its expectation value of S² is 0.755. For the highest occupied orbital energy (spin up / spin down), the calculation gives -10.67 / -10.67 eV. The LUMO energy (spin up / spin down) is -0.122 / -0.305 Eh. For the total energy, the calculation gives -2822.11950 Eh. Its multiplicity is 2. Its net charge is +1.

Results of the Mulliken charge analysis, in e, for atoms 1 through 4: number 1, Cl, carries -0.188; number 2, C, carries -0.186; number 3, C, carries 0.396; number 4, Cl, carries -0.194